A 2-piece molecular cluster, C35H47IN4O6S2 overall. Source: the OMol25 dataset; level of theory: ωB97M-V with the def2-TZVPD basis set.

## Properties
SMILES: CCCCNc1ccc2c(c1CC(=O)I)C(=O)c1cc(CCCCO)c(CN)c(CCCSC(=S)N3CCOCC3)c1C2=O.CC(N)=O
HOMO in eV: -8.26
Lowest unoccupied orbital energy in eV: -1.60
HOMO-LUMO gap in eV: 6.654

CARTESIAN COORDINATES (ANGSTROEM)
C -9.92 2.54 -3.41
C -8.72 1.70 -2.68
C -7.99 2.54 -1.43
C -6.33 2.32 -1.42
N -5.89 1.63 -0.15
C -4.55 0.95 -0.29
C -3.99 0.11 -1.58
C -2.54 -0.64 -1.64
C -1.59 -0.56 -0.31
C -2.04 0.28 1.05
C -3.52 1.01 1.03
C -3.97 1.84 2.41
C -3.24 3.33 2.41
O -2.95 4.03 3.52
I -2.73 4.32 0.48
C -0.98 0.28 2.30
O -1.28 0.47 3.59
C 0.63 -0.04 1.98
C 1.86 0.43 2.98
C 3.47 0.12 2.67
C 4.58 0.61 3.80
C 4.42 -0.46 5.06
C 5.24 -1.88 4.81
C 4.19 -3.10 4.50
O 4.82 -4.33 4.00
C 3.85 -0.66 1.27
C 5.45 -0.97 0.93
N 5.87 -2.37 1.36
C 2.67 -1.16 0.20
C 3.07 -1.95 -1.22
C 2.62 -0.96 -2.49
C 2.02 -1.81 -3.77
S 1.57 -0.73 -5.26
C -0.33 -0.61 -5.43
S -1.07 0.65 -4.54
N -1.03 -1.59 -6.34
C -2.52 -1.35 -6.43
C -3.39 -1.91 -5.16
O -3.00 -3.23 -4.66
C -1.54 -3.39 -4.59
C -0.74 -3.03 -5.98
C 1.08 -0.86 0.60
C -0.15 -1.37 -0.37
O -0.11 -2.44 -1.19
H -9.83 3.71 -3.30
H -10.98 2.15 -3.07
H -9.87 2.33 -4.59
H -7.94 1.43 -3.54
H -9.17 0.67 -2.33
H -8.50 2.20 -0.43
H -8.16 3.69 -1.69
H -6.10 1.75 -2.41
H -5.84 3.39 -1.51
H -6.62 1.00 0.25
H -4.69 0.06 -2.53
H -2.13 -1.24 -2.58
H -5.14 2.06 2.37
H -3.77 1.24 3.39
H 1.64 1.01 4.00
H 4.29 1.66 4.23
H 5.69 0.58 3.42
H 4.79 0.02 6.07
H 3.29 -0.76 5.23
H 6.04 -1.72 3.97
H 5.78 -2.17 5.84
H 3.53 -3.39 5.44
H 3.45 -2.71 3.68
H 4.15 -5.09 4.02
H 5.57 -0.81 -0.23
H 6.18 -0.22 1.46
H 6.90 -2.43 1.55
H 5.67 -3.06 0.58
H 4.21 -2.23 -1.27
H 2.47 -2.96 -1.24
H 1.87 -0.12 -2.12
H 3.64 -0.48 -2.89
H 2.86 -2.57 -4.15
H 1.06 -2.44 -3.53
H -2.89 -1.97 -7.38
H -2.81 -0.22 -6.67
H -3.42 -1.06 -4.33
H -4.52 -2.02 -5.53
H -1.09 -2.83 -3.64
H -1.33 -4.55 -4.38
H -1.23 -3.73 -6.82
H 0.40 -3.31 -5.96
C 6.22 5.07 5.56
C 6.84 3.72 5.36
N 7.57 3.23 6.40
O 6.72 3.08 4.32
H 5.14 4.99 5.46
H 6.61 5.76 4.80
H 6.45 5.48 6.55
H 7.70 3.73 7.28
H 7.99 2.32 6.29

Atomic partial charges in e from the Mulliken method, atoms 1 to 6: -0.873, -0.326, -0.557, -0.076, -0.122, 0.320